Below is 2 unconnected molecules or ions with the total composition C4H15Cl2NSi3 at a distorted geometry, with properties calculated with the ωB97M-V functional and the def2-TZVPD basis.

Atoms and positions in Å:
1 C -0.6993 1.2627 2.5174
2 C 1.8904 1.9529 0.8836
3 C -1.2092 -2.7113 0.1404
4 C -1.7723 -0.9487 -2.3477
5 N -0.1043 0.0490 -0.1121
6 Si 0.0421 1.5221 0.7864
7 Si -1.5016 -0.9309 -0.4647
8 Si 3.0644 -0.6293 -1.2665
9 Cl 5.0446 -0.1806 -0.9787
10 Cl 2.5495 0.7678 -2.6874
11 H -0.1256 1.7710 3.2859
12 H -1.7152 1.6407 2.5671
13 H -0.7330 0.2074 2.7687
14 H 2.0494 2.8275 1.5057
15 H 2.4806 1.1415 1.2995
16 H 2.2870 2.1848 -0.0991
17 H -1.0520 -2.7476 1.2134
18 H -2.0624 -3.3439 -0.0873
19 H -0.3373 -3.1543 -0.3333
20 H -0.8973 -1.3288 -2.8682
21 H -2.6151 -1.5731 -2.6262
22 H -1.9663 0.0514 -2.7225
23 H -0.6534 2.6427 0.1178
24 H -2.6435 -0.3130 0.2218
25 H 0.6796 -0.1597 -0.7141

Calculated values
HOMO level (eV): -9.287
Spin multiplicity: 1
Energy above the lowest of the compared OMol25 structures with the same formula, charge and spin (kJ/mol): 16.30
Net charge: 0
LUMO (eV): -0.9017

Below is a molecular structure, C4H15LiNO3, with properties calculated with the ωB97M-V functional and the def2-TZVPD basis.

Atoms and positions in Å:
1 Li 0.7886 0.4873 -1.1374
2 O 2.3761 1.7004 -1.0906
3 H 3.0666 1.9075 -1.7271
4 H 2.8350 1.3734 -0.3078
5 O 1.0550 -0.5266 -2.7854
6 H 1.9705 -0.5805 -3.0767
7 H 0.5291 -0.7632 -3.5548
8 C -2.3060 0.9876 1.6747
9 C -1.0010 0.7733 0.9096
10 C -0.4845 -0.6164 1.1832
11 O 0.6181 -0.8966 0.3391
12 C 1.0478 -2.2641 0.3940
13 N -1.1020 0.9834 -0.5604
14 H -3.1595 0.5284 1.1694
15 H -2.5355 2.0491 1.7707
16 H -2.2414 0.5643 2.6776
17 H -0.2710 1.5036 1.2733
18 H -1.2850 -1.3445 0.9953
19 H -0.1777 -0.6865 2.2310
20 H 1.5641 -2.4815 -0.5365
21 H 0.1879 -2.9282 0.4831
22 H 1.7162 -2.4160 1.2410
23 H -1.1718 1.9911 -0.7106
24 H -2.0199 0.6548 -0.8547

Calculated values
HOMO level (eV): -13.923
Spin multiplicity: 1
Energy above the lowest of the compared OMol25 structures with the same formula, charge and spin (kJ/mol): 0.00
Net charge: +1
LUMO (eV): -3.1166